[1]
Here is 2 unconnected molecules or ions with the total composition C3H9NO2 in a non-equilibrium geometry from the OMol25 dataset. Energies are from ωB97M-V/def2-TZVPD.

Properties
**Strongest force on any atom**: 5.53 eV/A
**Electronic energy**: -8840.8810 eV
**HOMO**: -9.82 eV
**Orbital gap**: 10.5 eV
**Net charge**: 0
**E_LUMO**: 0.0237 Eh

Last column: natural (NBO) charge in e.
Atoms and positions in Å:
C  1.121  -0.480  -0.938  -0.703
C  1.247  0.655  0.036  0.684
O  1.606  0.299  1.176  -0.624
N  0.692  1.861  -0.386  -0.831
H  0.682  2.739  0.103  0.399
H  0.745  2.114  -1.335  0.386
H  0.950  -0.192  -1.892  0.198
H  0.299  -1.030  -0.532  0.256
H  1.964  -1.081  -0.906  0.236
C  -1.743  -0.857  0.555  -0.268
O  -1.121  -1.213  1.744  -0.715
H  -0.463  -0.343  1.863  0.491
H  -1.515  0.117  0.091  0.173
H  -1.612  -1.724  -0.214  0.152
H  -2.851  -0.865  0.635  0.166

---

[2]
Here is 2 unconnected molecules or ions with the total composition C3H9NO2 in a non-equilibrium geometry from the OMol25 dataset. Energies are from ωB97M-V/def2-TZVPD.

Properties
**Strongest force on any atom**: 2.06 eV/A
**Electronic energy**: -8841.8401 eV
**HOMO**: -10.06 eV
**Orbital gap**: 10.9 eV
**Net charge**: 0
**E_LUMO**: 0.0320 Eh

Last column: natural (NBO) charge in e.
Atoms and positions in Å:
C  0.287  -0.425  1.317  0.544
N  -0.207  -0.669  0.089  -0.643
C  -1.673  -0.681  -0.055  -0.216
C  -2.154  -0.233  -1.411  -0.625
O  1.178  0.326  1.672  -0.600
H  -0.373  -0.833  2.106  0.099
H  0.295  -0.462  -0.755  0.399
H  -1.993  -1.683  0.266  0.195
H  -2.145  0.001  0.655  0.191
H  -1.830  -0.881  -2.226  0.213
H  -3.246  -0.319  -1.429  0.226
H  -1.949  0.817  -1.617  0.222
H  1.756  1.091  -0.477  0.475
H  3.253  1.399  -0.624  0.474
O  2.424  1.378  -1.106  -0.955

---

[3]
Here is a single C3H9NO2 molecule in a non-equilibrium geometry from the OMol25 dataset. Energies are from ωB97M-V/def2-TZVPD.

Properties
**Strongest force on any atom**: 14.69 eV/A
**Electronic energy**: -8834.7381 eV
**HOMO**: -7.28 eV
**Orbital gap**: 7.6 eV
**Net charge**: 0
**E_LUMO**: 0.0112 Eh

Last column: natural (NBO) charge in e.
Atoms and positions in Å:
C  1.962  -0.885  0.146  -0.420
C  -1.012  0.151  -0.589  0.760
C  -1.958  0.317  0.578  -0.732
H  1.406  0.687  1.349  0.260
H  0.589  0.760  -0.138  0.328
H  1.792  -1.976  -0.038  0.210
H  2.471  -0.349  -0.775  0.182
H  2.857  -0.726  0.872  0.185
H  -0.930  0.704  -2.699  0.520
H  -1.688  -0.527  1.285  0.259
H  -1.911  1.270  1.235  0.244
H  -2.953  0.307  0.209  0.235
N  0.800  0.015  0.703  -0.778
O  -0.104  -0.675  -0.478  -0.539
O  -1.320  0.927  -1.660  -0.716

---

[4]
Here is 2 unconnected molecules or ions with the total composition C3H9NO2 in a non-equilibrium geometry from the OMol25 dataset. Energies are from ωB97M-V/def2-TZVPD.

Properties
**Strongest force on any atom**: 5.58 eV/A
**Electronic energy**: -8840.7262 eV
**HOMO**: -9.79 eV
**Orbital gap**: 10.6 eV
**Net charge**: 0
**E_LUMO**: 0.0303 Eh

Last column: natural (NBO) charge in e.
Atoms and positions in Å:
C  -1.524  0.974  -0.040  -0.080
O  -0.559  0.120  -0.673  -0.712
C  -1.911  0.403  1.415  -0.641
H  -1.288  2.042  0.168  0.175
H  -2.452  0.785  -0.730  0.173
H  0.205  0.665  -0.639  0.472
H  -2.188  -0.693  1.343  0.204
H  -1.081  0.424  2.104  0.197
H  -2.774  0.854  1.901  0.207
C  2.337  -0.239  -0.998  0.500
N  2.111  -1.557  -0.610  -0.821
O  1.769  0.312  -2.018  -0.608
H  3.016  0.243  -0.244  0.134
H  1.506  -2.269  -0.961  0.411
H  2.833  -2.065  -0.018  0.388

---

Ordered energy relative to the best compared isomer or geometry (same formula, charge and spin) results: 2.074 1.115 8.217 2.229; unit eV.